18
Properties=species:S:1:pos:R:3:forces:R:3 method="wB97M-V/def2-TZVPD" smiles="C=CNC(=S)CC(C)=O" e_homo_ev=-8.78 fmax_ev_per_a=5.22 e_above_lowest_kcal_mol=22.7
C 2.963 1.987 -0.142 0.3 -3.1 -0.2
C 2.433 0.729 -0.142 2.9 -0.8 -2.7
N 1.124 0.325 0.115 -1.0 0.6 2.1
C 0.489 -0.875 0.322 0.0 0.2 -1.6
S 0.925 -2.280 -0.377 0.5 -0.3 0.1
C -0.884 -0.795 1.044 1.2 -1.7 -1.6
C -1.973 -0.142 0.244 1.7 2.6 1.2
C -2.582 -0.924 -0.801 -3.9 2.3 -2.6
O -2.206 1.071 0.431 0.2 -2.8 -0.5
H 3.970 2.286 -0.435 -0.2 -1.0 -0.1
H 2.480 2.785 0.251 -2.0 2.3 1.1
H 3.081 -0.083 -0.647 -1.3 1.1 1.1
H 0.627 0.976 0.689 -0.2 1.1 0.0
H -0.781 -0.227 1.908 0.1 0.6 2.0
H -1.050 -1.889 1.117 -0.5 0.8 0.8
H -2.236 -0.560 -1.772 0.5 0.1 0.1
H -2.764 -1.954 -0.973 0.7 -1.2 1.1
H -3.617 -0.432 -0.830 0.9 -0.8 -0.1